No. 1
C47H45Cl5N6PdSe as an isolated structure. Source: the Open Molecules 2025 dataset; level of theory: wB97M-V/def2-TZVPD.

Cartesian coordinates (Å):
Pd: -1.0245 1.6668 0.2271
C: 2.6194 1.3199 -3.6873
C: 1.7917 2.4594 -3.0275
C: 0.2910 2.1391 -3.2595
C: 2.2101 2.8939 -1.6619
C: 2.9476 4.1045 -1.6538
C: 3.4977 4.6052 -0.4693
C: 3.1909 3.9680 0.7344
C: 2.4790 2.7610 0.7686
C: 2.4855 2.1652 2.1755
C: 1.9744 3.2088 3.1970
C: 3.9816 1.8957 2.5368
C: 1.9351 2.2273 -0.4487
N: 1.0325 1.1043 -0.4474
C: 1.4370 -0.1707 -0.6582
C: 0.5362 -1.3444 -0.8431
N: -0.7975 -1.3706 -0.7586
C: -1.6098 -2.4980 -0.6950
C: -1.7790 -3.3073 0.4783
C: -2.8782 -4.1798 0.6389
C: -3.8394 -4.3719 -0.3349
C: -3.6604 -3.5841 -1.4727
C: -2.5778 -2.7458 -1.7062
C: -2.4739 -2.1998 -3.1568
C: -3.2105 -0.8686 -3.2593
C: -1.0708 -2.0762 -3.7615
C: -0.7962 -3.3464 1.5618
C: -0.1010 -4.7527 1.7099
C: -1.3976 -2.9256 2.9394
C: 1.4208 -2.5020 -1.2239
C: 1.1440 -3.8295 -1.5385
C: 2.2019 -4.6497 -1.9090
C: 3.5156 -4.2517 -1.9524
C: 3.8199 -2.9203 -1.5344
C: 5.1132 -2.3329 -1.3084
C: 5.1991 -1.0486 -0.8168
C: 4.1055 -0.1520 -0.5766
C: 2.8643 -0.7197 -0.7383
C: 2.7183 -2.0763 -1.1801
H: 2.3769 1.1807 -4.7179
H: 2.4693 0.3906 -3.1041
H: 3.7319 1.5384 -3.5794
H: 2.0008 3.3151 -3.6750
H: -0.0406 1.1822 -2.8107
H: 0.0051 2.0716 -4.3346
H: -0.3452 3.0039 -2.8739
H: 3.1410 4.6196 -2.5944
H: 4.0471 5.5795 -0.4152
H: 3.5596 4.3698 1.6921
H: 1.9423 1.2245 2.1291
H: 2.7491 3.9651 3.3507
H: 1.7969 2.6821 4.1678
H: 1.0946 3.7382 2.9484
H: 4.4777 2.8421 2.7998
H: 4.5223 1.3907 1.7268
H: 4.1022 1.2602 3.4410
H: -2.9442 -4.7587 1.5603
H: -4.7037 -4.9913 -0.0840
H: -4.4254 -3.5799 -2.2325
H: -2.9630 -2.9256 -3.7665
H: -2.7647 -0.0637 -2.6012
H: -4.2370 -1.0141 -2.8869
H: -3.3058 -0.4868 -4.2621
H: -0.6534 -1.0992 -3.7345
H: -1.1999 -2.2597 -4.8359
H: -0.3510 -2.8339 -3.3938
H: 0.0024 -2.6495 1.3116
H: 0.9925 -4.6258 1.5157
H: -0.4742 -5.4401 0.9557
H: -0.3542 -5.1591 2.6962
H: -2.1632 -3.6859 3.2414
H: -1.8729 -1.9558 2.8701
H: -0.6049 -2.8105 3.6918
H: 0.1145 -4.2921 -1.4563
H: 1.9480 -5.6819 -2.1544
H: 4.2534 -4.9295 -2.3321
H: 5.9658 -2.9724 -1.5073
H: 6.1519 -0.6402 -0.5358
H: 4.2267 0.8912 -0.3261
Cl: -2.9497 2.9663 -2.7227
C: -3.3917 2.6894 -1.1126
C: -2.9609 1.6384 -0.3150
C: -3.8480 0.8462 0.4080
Cl: -3.5034 -0.7013 1.1065
C: -5.1258 1.4007 0.4455
Cl: -6.4878 0.3604 0.5790
C: -5.3648 2.7921 0.3026
Cl: -6.7558 3.5365 0.9514
C: -4.4767 3.4354 -0.5534
Cl: -4.8152 5.0443 -0.9237
Se: -0.9853 6.1746 2.1091
C: -0.9036 4.6586 1.0907
N: -0.8627 3.6913 0.4104
N: -0.3698 -0.3331 5.3543
C: -1.1127 0.5575 4.5808
C: -0.7548 0.6362 3.2120
N: -1.3412 1.5796 2.4562
C: -2.3504 2.3015 2.9804
C: -2.7631 2.0059 4.2831
N: -2.1771 1.1659 5.1043
H: 0.6390 -0.4485 5.1420
H: -0.5998 -0.2754 6.3659
H: 0.0751 0.0198 2.8543
H: -2.7721 3.0606 2.3332
H: -3.6063 2.5128 4.7863

Atoms 1-2, force components in eV/Å:
Pd 1.6 -1.1 -0.3
C 1.6 0.1 2.4

total charge: 0
HOMO energy (alpha / beta): -6.33 / -7.79 eV
spin multiplicity: 5
lowest unoccupied orbital energy (alpha / beta): -1.03 / -3.56 eV
expectation value of S²: 6.0420

No. 2
C52H140CaF3N34O24S as an isolated structure. Source: the Open Molecules 2025 dataset; level of theory: wB97M-V/def2-TZVPD.

Cartesian coordinates (Å):
Ca: 3.9933 3.0722 0.8781
C: 0.0932 -0.0984 0.6583
F: -0.6278 0.8118 1.3333
F: 0.6074 -1.0055 1.4439
F: -0.7938 -0.7597 -0.0511
S: 1.5444 0.6917 -0.4803
O: 0.8745 1.5954 -1.4428
O: 2.4323 1.4455 0.4289
O: 2.1599 -0.4595 -1.1086
C: 0.4553 -5.8519 4.3955
C: 0.8508 -4.5325 3.6541
C: 2.1714 -3.8775 4.1702
C: 2.9233 -3.1713 2.9723
C: 3.2490 -4.1457 1.8612
C: 2.2430 -5.4084 1.7271
N: 0.9678 -4.9160 2.2528
O: -0.1118 -5.6135 1.7059
C: 2.2212 -5.5633 0.2020
C: 2.8783 -6.6596 2.3410
C: -0.2487 -3.4597 3.7189
H: 0.8388 -6.8035 4.0274
H: -0.6180 -6.0411 4.4149
H: 0.8285 -5.8064 5.4186
H: 2.1165 -3.0095 4.8272
H: 2.8358 -4.5858 4.6651
H: 3.7849 -2.5842 3.2903
H: 2.2048 -2.4410 2.6002
H: 4.3009 -4.3457 2.0653
H: 3.2668 -3.5292 0.9625
H: 1.3500 -5.0032 -0.1374
H: 3.1446 -5.2026 -0.2513
H: 1.9729 -6.5289 -0.2385
H: 3.6944 -7.0232 1.7166
H: 3.1841 -6.4012 3.3548
H: 2.1983 -7.5109 2.3731
H: -0.3542 -3.0838 4.7366
H: -1.2062 -3.9136 3.4637
H: -0.1744 -2.5362 3.1447
H: -0.6327 -4.9349 1.2702
C: -5.5983 -0.9560 0.4299
C: -6.7690 -1.8361 -0.0980
C: -6.2031 -3.1744 -0.5505
C: -6.0618 -4.2576 0.5470
C: -7.2921 -4.3534 1.4244
C: -7.7575 -3.0749 1.9862
N: -7.8456 -2.0736 0.8849
O: -8.5381 -0.8874 1.2766
C: -9.0597 -3.3676 2.6172
C: -6.7568 -2.5193 3.0340
C: -7.3995 -1.1912 -1.2552
H: -5.9773 -0.2428 1.1619
H: -5.1187 -0.5247 -0.4487
H: -4.7787 -1.5093 0.8885
H: -6.8257 -3.6555 -1.3049
H: -5.1721 -3.0143 -0.8657
H: -5.1589 -4.0148 1.1072
H: -5.8290 -5.1186 -0.0796
H: -7.2053 -5.1231 2.1913
H: -8.0786 -4.6184 0.7178
H: -9.4414 -2.4483 3.0614
H: -9.8070 -3.7121 1.9024
H: -9.0836 -4.0831 3.4392
H: -5.8570 -2.1546 2.5385
H: -7.2710 -1.7357 3.5904
H: -6.5393 -3.3998 3.6386
H: -7.6034 -0.1250 -1.1566
H: -8.2596 -1.6415 -1.7507
H: -6.5836 -1.1582 -1.9772
H: -9.3036 -0.9211 0.6983
C: -3.4647 0.2473 7.2889
C: -3.4331 0.6549 5.7846
C: -4.8450 0.5948 5.1555
C: -4.9265 1.3028 3.8057
C: -4.4295 2.6942 3.7951
C: -3.0328 2.9172 4.4900
N: -2.8806 2.0667 5.7703
O: -1.6561 2.2399 6.3718
C: -2.0185 2.5180 3.4309
C: -2.8389 4.4485 4.8558
C: -2.5185 -0.4112 5.0647
H: -3.5436 -0.8230 7.4798
H: -4.1279 0.8639 7.8956
H: -2.4961 0.5054 7.7170
H: -5.0800 -0.4649 5.0559
H: -5.6037 1.1351 5.7216
H: -5.9640 1.2837 3.4721
H: -4.4070 0.7436 3.0276
H: -5.1397 3.3391 4.3126
H: -4.3808 3.1765 2.8189
H: -1.8017 3.2554 2.6579
H: -1.0136 2.4348 3.8449
H: -2.3484 1.6044 2.9364
H: -2.7313 5.0109 3.9284
H: -3.7541 4.9120 5.2240
H: -1.9435 4.7589 5.3943
H: -2.7250 -1.4173 5.4297
H: -1.4600 -0.2468 5.2665
H: -2.7619 -0.3849 4.0026
H: -1.1897 1.6983 5.7309
C: 0.3081 -4.8369 -3.4176
C: -0.9380 -4.1160 -3.8844
C: -0.6320 -3.9210 -5.4084
C: -1.8560 -3.5112 -6.2356
C: -2.8826 -4.6557 -5.9581
C: -3.3937 -4.7682 -4.4773
N: -2.1556 -4.9333 -3.6705
O: -2.4017 -5.1494 -2.2541
C: -4.2831 -3.5075 -4.1105
C: -4.1795 -6.1427 -4.4266
C: -1.0754 -2.7205 -3.1355
H: 1.2611 -4.3126 -3.4879
H: 0.4985 -5.8063 -3.8782
H: 0.1732 -5.0453 -2.3562
H: 0.1961 -3.2476 -5.6296
H: -0.2919 -4.8971 -5.7543
H: -1.4741 -3.5076 -7.2564
H: -2.3814 -2.6208 -5.8903
H: -2.3656 -5.5627 -6.2712
H: -3.6528 -4.3895 -6.6821
H: -4.6565 -3.5764 -3.0888
H: -3.6354 -2.6308 -4.1191
H: -5.0996 -3.3337 -4.8114
H: -4.9955 -6.2221 -5.1449
H: -3.4921 -6.9886 -4.4316
H: -4.6288 -6.1576 -3.4337
H: -1.7528 -2.7220 -2.2816
H: -1.5356 -1.9222 -3.7178
H: -0.1228 -2.3854 -2.7252
H: -2.3519 -6.1077 -2.2832
O: -1.7376 -4.1178 0.2503
H: -1.6913 -4.3647 -0.6733
H: -1.7080 -3.1611 0.2448
O: 2.1617 2.3201 -3.9613
H: 2.0721 3.2703 -4.0343
H: 1.9399 2.1274 -3.0503
C: 2.8572 5.5705 -5.2804
O: 1.9551 5.4165 -4.4120
N: 3.2879 6.8313 -5.5351
N: 3.7291 4.6424 -5.7189
H: 4.0413 6.9677 -6.1938
H: 2.7969 7.5873 -5.0796
H: 4.3862 5.0655 -6.3586
H: 3.8822 3.7706 -5.2325
C: -5.3266 2.3619 -1.0265
O: -4.3467 1.8693 -1.5838
N: -5.3325 3.1325 0.0423
N: -6.4638 2.4555 -1.6575
H: -6.2571 3.3461 0.3880
H: -4.5079 3.1864 0.6229
H: -7.1968 2.5765 -0.9732
H: -6.5521 1.8167 -2.4347
C: 7.0146 1.4420 4.7470
O: 7.0242 2.1301 5.7759
N: 7.3354 0.2163 4.6954
N: 6.8439 1.9502 3.6014
H: 7.4498 -0.2868 3.8270
H: 7.5971 -0.1448 5.6016
H: 6.7600 1.5061 2.6982
H: 6.8324 2.9602 3.6060
C: 5.0493 2.0505 -2.0856
O: 4.2700 2.3750 -1.2511
N: 5.5713 0.8835 -2.3548
N: 5.6002 2.9485 -2.8770
H: 6.5219 0.9822 -2.6813
H: 5.3186 0.0416 -1.8572
H: 6.1224 2.8246 -3.7326
H: 5.3630 3.9137 -2.6974
C: 3.3440 1.7223 4.1369
O: 3.5106 2.3148 3.0751
N: 3.5042 0.4388 4.2693
N: 2.9254 2.2258 5.2956
H: 3.7153 -0.0743 3.4254
H: 3.4572 0.1088 5.2227
H: 3.0476 1.6765 6.1342
H: 2.7619 3.2133 5.4311
C: 4.7224 5.6881 3.2220
O: 4.7444 4.7256 2.4094
N: 5.3121 5.6285 4.3424
N: 4.2309 6.8644 3.0149
H: 5.0976 6.3330 5.0337
H: 5.8802 4.7998 4.4455
H: 3.7136 7.0880 2.1767
H: 4.2040 7.6040 3.7022
C: 7.3917 4.4250 0.7948
O: 6.3171 3.7498 0.5846
N: 8.5606 3.9317 1.1405
N: 7.2726 5.7317 0.5702
H: 9.3732 4.5113 0.9864
H: 8.6971 2.9310 1.1495
H: 8.1104 6.2844 0.6829
H: 6.6105 6.0902 -0.1030
C: 4.6704 -2.8219 -2.2366
O: 4.8020 -3.0338 -1.0063
N: 3.7696 -1.9948 -2.7653
N: 5.5173 -3.3526 -3.0448
H: 3.7335 -1.9721 -3.7744
H: 3.1339 -1.3623 -2.3007
H: 6.2796 -3.7942 -2.5508
H: 5.3972 -3.2100 -4.0374
C: 5.3270 -0.0786 1.2776
O: 5.4070 1.1747 1.2528
N: 6.3172 -0.9153 1.1778
N: 4.1574 -0.7515 1.3244
H: 6.0884 -1.8708 1.4122
H: 7.2692 -0.6714 0.9450
H: 4.1497 -1.5975 0.7729
H: 3.2828 -0.2516 1.3984
C: -1.1856 3.9912 -2.4050
O: -1.9370 4.9103 -2.6714
N: 0.0781 3.9478 -2.3934
N: -1.5181 2.9263 -1.7339
H: 0.5898 4.7518 -2.7281
H: 0.4964 3.0855 -2.0748
H: -2.5082 2.7652 -1.8511
H: -0.7744 2.2523 -1.8474
C: 4.4371 -0.2539 -5.5635
O: 3.5495 -1.0858 -5.4048
N: 4.2778 1.0286 -5.3483
N: 5.6639 -0.5222 -5.9245
H: 3.3777 1.2949 -4.9755
H: 4.9988 1.6811 -5.6215
H: 6.3758 0.1885 -6.0153
H: 5.8691 -1.4683 -6.2124
C: 3.8784 6.3664 -0.6190
O: 3.9691 5.1460 -0.4350
N: 3.1495 6.8938 -1.5221
N: 4.5406 7.1919 0.1143
H: 3.1279 7.9029 -1.4851
H: 2.4971 6.3604 -2.0788
H: 5.0971 6.7181 0.8114
H: 4.5325 8.1705 -0.1353
C: 0.8046 4.6201 1.7154
O: 1.8023 3.9906 1.3084
N: 0.7937 5.3845 2.7653
N: -0.2671 4.6390 1.0172
H: -0.1134 5.7757 2.9754
H: 1.5634 5.2983 3.4135
H: -0.9299 5.3972 1.0951
H: -0.1974 4.1412 0.1411
C: -5.2417 0.8275 -4.7402
O: -6.3054 1.0520 -4.2064
N: -4.2142 0.6023 -4.0097
N: -4.9493 0.5999 -6.0047
H: -4.2626 0.8293 -3.0267
H: -3.3606 0.3480 -4.4859
H: -3.9977 0.5575 -6.3405
H: -5.6219 0.6647 -6.7555
C: -0.6499 0.6038 -6.0482
O: -1.6479 0.1667 -6.5042
N: 0.5182 0.1343 -6.3690
N: -0.6024 1.5849 -5.1607
H: 1.2852 0.2888 -5.7303
H: 0.6228 -0.5675 -7.0878
H: -1.4668 2.0772 -4.9858
H: 0.2549 1.8906 -4.7228

Atoms 1-2, force components in eV/Å:
Ca -0.1 0.8 0.8
C -0.1 1.0 -1.1

total charge: +1
HOMO energy: -8.49 eV
spin multiplicity: 1
lowest unoccupied orbital energy: -2.57 eV
ΔE to the lowest compared entry with this formula, charge and spin: 196.6 kcal per mole

No. 3
A 2-piece molecular cluster, C7H11N4 overall. Source: the Open Molecules 2025 dataset; level of theory: wB97M-V/def2-TZVPD.

Cartesian coordinates (Å):
C: -3.4895 0.7827 -0.9154
C: -4.0786 -0.5161 -0.7595
C: -2.4494 0.8847 -0.0548
C: -3.4775 -1.1524 0.2828
C: 1.7175 -0.0264 0.6429
C: 3.7813 0.7451 0.1759
C: 3.3193 -0.1515 -0.9294
N: -2.4314 -0.3396 0.6928
N: 2.6026 0.8814 0.9656
N: 2.0367 -0.6254 -0.4216
N: -1.5702 -0.5224 1.6286
H: -3.7494 1.4097 -1.7269
H: -4.8456 -0.8948 -1.5078
H: -1.7276 1.5962 0.3034
H: -3.7977 -2.0341 0.7419
H: 4.6668 0.2710 0.8076
H: 4.1702 1.6104 -0.3484
H: 3.0521 0.2657 -1.8344
H: 4.0590 -0.9512 -1.0733
H: 2.5319 1.4256 1.7254
H: 1.6819 -1.5084 -0.7062
H: -2.0024 -1.1501 2.3109

Atoms 1-2, force components in eV/Å:
C 0.7 -0.6 -0.3
C -1.1 -0.2 -1.3

total charge: +1
HOMO energy (alpha / beta): -10.74 / -11.47 eV
spin multiplicity: 3
lowest unoccupied orbital energy (alpha / beta): -3.35 / -6.99 eV
expectation value of S²: 2.0152
ΔE to the lowest compared entry with this formula, charge and spin: 47.5 kcal per mole

No. 4
A 2-piece molecular cluster, C4H10N2O2 overall. Source: the Open Molecules 2025 dataset; level of theory: wB97M-V/def2-TZVPD.

Cartesian coordinates (Å):
C: 1.8235 -1.9687 -1.3339
C: 2.2147 -1.0879 -0.2122
O: 3.1739 -0.3923 0.0148
N: 1.2817 -1.0765 0.7928
H: 0.6840 -1.9941 -1.3802
H: 2.2519 -2.9348 -0.9436
H: 1.6243 -0.6921 1.5824
H: 0.2930 -1.3452 0.9012
H: 2.0720 -1.7441 -2.3421
C: -1.9444 2.2044 -0.5242
C: -2.1503 1.0094 0.4929
O: -3.2225 0.5586 0.7802
N: -1.0194 0.6869 1.1567
H: -2.9097 2.7095 -0.7604
H: -1.4197 1.8357 -1.3765
H: -1.2369 0.2133 2.0915
H: -0.1937 1.0893 1.1225
H: -1.3225 2.9286 -0.0618

Atoms 1-2, force components in eV/Å:
C -1.5 -1.3 0.6
C -1.6 1.4 1.1

total charge: 0
HOMO energy: -9.93 eV
spin multiplicity: 1
lowest unoccupied orbital energy: 0.54 eV
SMILES string: CC(N)=O.CC(N)=O
ΔE to the lowest compared entry with this formula, charge and spin: 40.2 kcal per mole

No. 5
An isolated ion of composition C9H11ClN3O and charge +1. Source: the Open Molecules 2025 dataset; level of theory: wB97M-V/def2-TZVPD.

Cartesian coordinates (Å):
C: -1.5808 -0.7491 -1.5218
C: -0.4549 0.0621 -1.6167
C: -2.6841 -0.5161 -0.7624
C: -3.6150 1.1465 0.6307
C: -0.1651 -0.4741 2.3701
C: 0.5232 0.2790 1.5111
C: 1.4428 1.5714 -1.2907
C: 2.1908 0.7266 -0.2164
C: 1.6633 -1.5286 0.1686
N: -2.7684 0.5999 -0.0440
N: 0.3169 0.9131 -1.8596
N: 1.3949 -0.1808 0.4756
O: -4.2613 1.6823 1.4240
Cl: -3.9472 -1.7447 -0.7052
H: -1.6613 -1.5666 -2.2518
H: -0.7911 -0.0794 3.1171
H: -0.0798 -1.5851 2.2830
H: 0.4185 1.3902 1.5345
H: 0.9891 2.5062 -0.8990
H: 2.2110 1.8515 -2.2975
H: 2.9417 0.0597 -0.7103
H: 2.4896 1.4788 0.4689
H: 2.7696 -1.9276 0.4586
H: 1.0543 -2.2060 0.7560
H: 1.6035 -1.7093 -1.0230

Atoms 1-2, force components in eV/Å:
C 2.2 -0.3 -2.2
C -3.5 -2.9 1.1

total charge: +1
HOMO energy (alpha / beta): -9.35 / -12.41 eV
spin multiplicity: 3
lowest unoccupied orbital energy (alpha / beta): -3.16 / -7.30 eV
expectation value of S²: 2.0540
ΔE to the lowest compared entry with this formula, charge and spin: 22.0 kcal per mole

No. 6
A 2-piece molecular cluster, C4H7ClNO2 overall. Source: the Open Molecules 2025 dataset; level of theory: wB97M-V/def2-TZVPD.

Cartesian coordinates (Å):
C: -3.1248 -0.1459 0.2981
C: 0.8246 -1.0920 -0.5865
C: 0.8458 1.0914 0.7459
C: 1.4170 0.1624 -0.3004
N: 2.6337 0.4673 -0.8094
O: -3.9443 0.5869 -0.1485
O: -2.0730 -0.0409 0.8917
Cl: -3.4826 -2.0460 -0.3325
H: 1.0511 -1.3172 -1.6510
H: -0.2007 -1.0833 -0.3268
H: 1.2419 -1.9058 -0.0879
H: 0.9983 0.6941 1.7125
H: -0.2982 1.0842 0.6150
H: 1.2408 2.0706 0.8089
H: 2.8705 1.4744 -0.8289

Atoms 1-2, force components in eV/Å:
C 1.4 0.8 -0.2
C -0.5 -1.0 -2.2

total charge: -1
HOMO energy: -5.42 eV
spin multiplicity: 1
lowest unoccupied orbital energy: 3.75 eV
ΔE to the lowest compared entry with this formula, charge and spin: 7.2 kcal per mole

No. 7
The molecule C9H19NSSi. Source: the Open Molecules 2025 dataset; level of theory: wB97M-V/def2-TZVPD.

Cartesian coordinates (Å):
C: -2.2771 0.7210 0.2362
C: -3.6954 0.7596 -0.2349
C: -1.9818 -0.5711 0.9997
C: -4.0924 -0.6929 -0.3493
C: -3.3460 -1.3909 0.7957
C: 3.3894 -1.5830 0.6714
C: 1.9436 -0.2778 -1.7495
C: 3.9500 1.3497 0.1194
C: -0.2913 2.0368 0.4602
N: -1.5243 1.6806 -0.0160
Si: 2.4681 0.0759 0.0942
S: 0.8542 0.5897 1.4472
H: -4.4158 1.2397 0.5287
H: -3.7544 1.2375 -1.1676
H: -1.2199 -1.1163 0.4252
H: -1.6784 -0.5845 2.0579
H: -5.1899 -0.7739 -0.3040
H: -3.6632 -1.2150 -1.2248
H: -2.9276 -2.3850 0.3512
H: -3.8769 -1.5755 1.7439
H: 4.3956 -1.4228 1.0315
H: 2.6489 -2.1343 1.3545
H: 3.4877 -2.1384 -0.2032
H: 1.2389 -1.0304 -1.9688
H: 1.5613 0.6306 -2.1809
H: 2.8492 -0.4066 -2.3731
H: 4.6391 1.3769 -0.7200
H: 3.3213 2.2316 0.1030
H: 4.4384 1.3012 1.1411
H: 0.2534 2.5029 -0.3452
H: -0.4109 2.7116 1.3831

Atoms 1-2, force components in eV/Å:
C 0.0 -0.1 1.5
C -1.0 -0.6 1.3

total charge: 0
HOMO energy: -8.77 eV
spin multiplicity: 1
lowest unoccupied orbital energy: 0.70 eV
SMILES string: C[Si](C)(C)SCN=C1CCCC1
ΔE to the lowest compared entry with this formula, charge and spin: 0.0 kcal per mole

F_max? In order: 2.93, 7.97, 4.08, 7.20, 4.69, 7.54, 3.43 eV/A.